1.
Here is a molecular structure, C11H13HoN3O5P from the OMol25 dataset. Energies are from the ωB97M-V functional and the def2-TZVPD basis.

HOMO (alpha / beta) (eV): -14.616 / -14.613
2S+1: 5
Frontier orbital gap (alpha / beta) (Ha): 0.201 / 0.202
Strongest force on any atom (Eh/bohr): 0.1352
Net charge: +2
LUMO level (alpha / beta) (eV): -9.2 / -9.1
⟨S²⟩: 6.086

Structure (XYZ):
```
34
Properties=species:S:1:pos:R:3:forces:R:3
O 0.403 0.910 -3.420 -0.1 -1.1 4.5
C 0.352 0.608 -2.307 0.2 1.6 -6.2
Ho 0.195 -0.094 -0.021 2.2 -0.7 -0.4
O -1.685 2.925 0.494 2.6 -4.4 -0.8
C -1.109 1.934 0.330 -3.7 5.7 1.0
C -0.317 -0.745 2.228 -1.5 -1.7 6.6
O -0.552 -1.026 3.322 1.0 1.1 -4.6
C 1.085 -2.349 -0.323 -0.2 -1.7 0.1
O 1.003 -3.324 0.360 0.4 1.3 -1.1
C -1.864 -1.254 -0.547 -5.5 -3.3 -1.6
O -2.813 -1.853 -0.817 4.0 2.5 1.1
H 1.564 -2.357 -1.414 -0.3 -0.2 1.0
C 2.448 4.339 1.900 0.2 -0.2 -0.2
N 2.672 3.113 2.700 0.2 -0.2 -0.5
C 4.131 2.795 2.698 -0.4 0.1 -0.3
N 4.681 2.659 1.334 -0.8 -0.2 -0.2
C 4.414 3.896 0.570 -0.3 -0.1 0.0
N 2.969 4.241 0.514 0.0 -0.5 0.3
C 2.204 3.283 -0.294 0.3 0.3 0.1
P 2.303 1.557 0.431 0.8 0.9 0.1
C 1.874 1.974 2.206 0.4 0.3 0.5
C 4.145 1.467 0.646 0.8 0.4 0.2
H 2.971 5.174 2.398 -0.3 -0.4 -0.2
H 1.371 4.549 1.856 0.3 0.0 0.1
H 4.280 1.847 3.229 0.1 0.3 0.0
H 4.658 3.616 3.213 -0.2 -0.4 -0.2
H 4.786 3.768 -0.458 0.0 0.1 0.4
H 4.943 4.730 1.060 -0.2 -0.3 -0.2
H 1.151 3.591 -0.372 0.3 0.1 0.0
H 2.618 3.229 -1.314 -0.1 0.1 0.3
H 2.088 1.095 2.836 0.0 0.2 -0.1
H 0.804 2.202 2.316 0.1 0.1 0.0
H 4.616 1.374 -0.345 -0.2 0.0 0.3
H 4.393 0.566 1.221 0.0 0.2 -0.1
```
Forces are in eV/Å.

2.
Here is 6 unconnected molecules or ions with the total composition C61H73INO24 from the OMol25 dataset. Energies are from the ωB97M-V functional and the def2-TZVPD basis.

HOMO (eV): -10.399
2S+1: 1
Frontier orbital gap (Ha): 0.266
Strongest force on any atom (Eh/bohr): 0.0258
Net charge: +1
LUMO level (eV): -3.1

Structure (XYZ):
```
160
Properties=species:S:1:pos:R:3:forces:R:3
C 1.494 0.582 2.198 0.2 -0.1 0.5
C 2.897 0.013 2.407 -0.3 0.3 -0.2
C 3.596 -0.543 1.160 -0.1 -0.3 0.6
C 2.762 -1.458 0.248 0.4 0.0 -0.5
C 2.847 -1.098 -1.251 -0.5 0.5 0.3
C 1.489 -1.151 -1.966 0.7 -0.2 0.2
C 0.621 0.046 -1.561 0.1 -0.3 -0.7
C -0.867 -0.228 -1.423 -0.3 0.5 0.6
C -1.192 -1.250 -0.343 0.2 -0.2 -0.1
C -2.631 -1.799 -0.385 1.1 -0.3 -0.6
C -2.667 -2.785 -1.604 -0.5 -0.2 -0.2
O -2.686 -4.118 -1.093 0.2 0.3 0.0
C -1.510 -4.890 -1.330 0.2 -0.4 0.4
C -1.279 -5.836 -0.163 -0.2 -0.1 -0.2
C -2.535 -6.593 0.256 0.6 0.0 0.3
C -2.941 -2.751 0.736 -0.3 0.8 -0.7
N -4.186 -2.688 0.993 -0.3 -0.5 0.8
C -4.975 -1.736 0.131 0.6 -0.1 0.4
I -6.404 -0.889 1.545 -0.1 -0.1 -0.2
O -5.484 -2.434 -0.915 -0.3 0.3 0.3
C -6.568 -3.362 -0.708 -0.2 -0.4 -0.6
C -7.873 -2.840 -1.304 0.2 -0.2 0.1
O -8.860 -2.696 -0.317 0.1 0.2 0.0
C -9.976 -1.978 -0.822 -0.5 0.3 0.1
C -9.758 -0.465 -0.882 0.4 -0.1 -0.6
C -3.807 -0.787 -0.343 -0.3 0.4 0.1
C -4.067 -0.114 -1.706 -0.7 -0.7 -0.3
C -5.546 0.184 -2.040 0.5 0.7 -0.9
C -5.688 1.509 -2.822 -0.2 -0.1 0.9
C -7.034 2.214 -2.557 0.6 0.2 -0.2
O -6.865 3.558 -2.127 -0.1 0.1 -0.2
C -3.564 0.294 0.717 0.4 0.2 0.5
C -4.101 1.577 0.569 0.3 0.3 0.4
C -3.878 2.580 1.515 0.2 -0.5 0.2
C -3.104 2.338 2.652 -0.3 -0.5 -0.8
C -2.574 1.064 2.820 -0.2 0.0 -0.3
C -2.802 0.063 1.871 -0.2 0.6 0.2
H 1.449 1.346 1.428 0.0 0.0 -0.3
H 0.785 -0.220 2.013 -0.2 0.0 -0.3
H 1.164 1.054 3.122 0.0 0.1 0.1
H 3.510 0.820 2.800 0.2 0.0 0.2
H 2.829 -0.739 3.191 0.1 -0.2 0.1
H 4.048 0.282 0.616 -0.1 0.1 -0.3
H 4.425 -1.140 1.532 0.3 0.1 0.0
H 1.715 -1.496 0.539 -0.1 0.1 0.2
H 3.147 -2.471 0.349 -0.2 -0.2 0.1
H 3.173 -0.061 -1.320 0.3 0.1 -0.2
H 3.589 -1.697 -1.768 0.1 -0.1 0.0
H 1.696 -1.146 -3.033 -0.3 0.0 -0.2
H 1.025 -2.114 -1.744 -0.2 -0.1 0.0
H 0.733 0.792 -2.346 0.1 0.3 0.0
H 1.028 0.498 -0.663 -0.1 0.0 0.3
H -1.343 0.708 -1.125 -0.1 0.1 -0.1
H -1.316 -0.482 -2.380 0.1 -0.2 -0.2
H -0.904 -0.836 0.617 -0.1 0.1 0.1
H -0.541 -2.109 -0.500 0.0 -0.2 0.1
H -3.564 -2.650 -2.195 -0.1 -0.1 0.0
H -1.821 -2.645 -2.267 0.2 0.1 0.0
H -0.631 -4.255 -1.424 0.0 0.2 -0.2
H -1.620 -5.469 -2.247 -0.2 0.1 -0.2
H -0.540 -6.567 -0.482 0.2 0.0 0.0
H -0.821 -5.299 0.669 -0.1 0.1 0.2
H -2.322 -7.187 1.141 0.0 -0.1 0.1
H -3.344 -5.916 0.508 -0.3 0.0 -0.2
H -2.817 -7.281 -0.533 -0.3 0.0 -0.1
H -2.224 -3.364 1.253 -0.1 -0.2 0.3
H -4.656 -3.237 1.704 0.1 -0.1 0.0
H -6.289 -4.244 -1.274 0.3 -0.1 0.0
H -6.685 -3.677 0.324 0.0 0.3 0.2
H -8.217 -3.557 -2.053 -0.1 -0.1 -0.1
H -7.649 -1.911 -1.833 -0.1 0.2 0.1
H -10.251 -2.346 -1.811 0.1 -0.2 -0.2
H -10.832 -2.190 -0.191 0.1 -0.2 0.3
H -10.566 0.097 -0.431 -0.1 0.0 0.2
H -8.818 -0.187 -0.412 0.1 0.0 0.3
H -9.680 -0.141 -1.917 -0.1 0.2 -0.1
H -3.483 0.790 -1.781 0.1 0.2 0.2
H -3.702 -0.749 -2.507 0.2 -0.1 -0.1
H -5.904 -0.601 -2.698 -0.3 -0.3 0.3
H -6.176 0.248 -1.160 -0.1 -0.2 0.2
H -5.502 1.358 -3.879 0.0 0.0 -0.2
H -4.917 2.196 -2.476 0.2 0.2 -0.1
H -7.604 1.678 -1.798 -0.2 -0.2 -0.1
H -7.591 2.283 -3.483 -0.4 0.0 0.0
H -6.368 3.562 -1.306 0.0 0.0 0.1
H -4.695 1.842 -0.289 -0.1 -0.1 -0.2
H -4.297 3.564 1.374 -0.1 0.1 -0.1
H -2.923 3.132 3.355 0.1 0.1 0.2
H -1.972 0.846 3.688 0.1 -0.1 0.1
H -2.337 -0.889 2.072 0.0 -0.1 0.0
C 9.681 -0.095 -0.304 0.2 0.0 0.1
C 8.508 -0.523 -0.786 0.2 -0.1 0.0
C 7.306 0.378 -0.865 -0.1 0.4 0.1
O 6.281 -0.087 -1.332 0.0 -0.2 0.0
C 7.428 1.738 -0.377 -0.1 -0.1 -0.1
C 8.601 2.164 0.113 -0.3 0.1 0.0
C 9.812 1.270 0.169 0.1 -0.4 0.0
O 10.840 1.740 0.616 0.0 0.2 0.1
O 8.790 3.388 0.581 0.1 -0.1 0.0
O 8.310 -1.760 -1.226 -0.1 0.1 0.0
H 10.552 -0.734 -0.242 0.0 0.0 0.0
H 6.554 2.372 -0.423 0.0 0.0 0.0
H 9.723 3.430 0.867 0.0 0.0 0.0
H 7.380 -1.796 -1.519 0.0 0.0 0.0
C -3.011 2.419 -8.639 0.0 0.0 -0.1
C -2.867 2.159 -7.334 0.1 -0.1 -0.2
C -3.675 2.872 -6.285 -0.3 0.3 0.0
O -3.492 2.556 -5.120 0.2 -0.2 0.0
C -4.617 3.886 -6.705 0.0 -0.1 0.2
C -4.764 4.153 -8.013 -0.1 0.1 0.2
C -3.973 3.422 -9.067 0.3 -0.3 0.0
O -4.179 3.713 -10.228 -0.1 0.1 0.0
O -5.602 5.064 -8.475 0.1 -0.1 -0.1
O -2.009 1.260 -6.860 -0.1 0.0 0.1
H -2.437 1.911 -9.401 0.0 0.0 0.0
H -5.181 4.402 -5.940 0.0 0.0 0.0
H -5.512 5.054 -9.448 0.0 0.0 0.0
H -2.113 1.282 -5.890 0.0 0.0 0.0
C -14.656 -1.236 -1.804 0.2 0.0 0.0
C -15.904 -0.971 -1.389 0.1 -0.2 -0.1
C -16.380 0.438 -1.147 0.1 0.4 0.0
O -17.531 0.589 -0.788 -0.1 -0.2 0.0
C -15.441 1.528 -1.351 -0.1 0.0 0.1
C -14.196 1.260 -1.763 -0.1 0.2 0.0
C -13.730 -0.146 -2.027 -0.2 -0.4 0.0
O -12.582 -0.296 -2.414 0.1 0.2 0.0
O -13.281 2.200 -1.971 0.1 -0.1 0.0
O -16.807 -1.911 -1.162 -0.1 0.1 0.0
H -14.306 -2.243 -1.983 0.0 0.0 0.0
H -15.787 2.535 -1.161 0.0 0.0 0.0
H -12.478 1.734 -2.270 0.0 0.0 0.0
H -17.619 -1.448 -0.878 0.0 0.0 0.0
C 10.530 0.640 4.673 -0.2 -0.1 -0.1
C 11.698 0.807 5.313 -0.2 0.3 0.1
C 12.876 -0.096 5.059 0.0 -0.3 -0.2
O 13.889 0.141 5.686 0.1 -0.2 0.1
C 12.731 -1.178 4.103 0.2 0.0 0.1
C 11.564 -1.341 3.467 0.2 -0.1 0.0
C 10.390 -0.430 3.708 -0.1 0.4 0.2
O 9.375 -0.645 3.067 0.0 -0.1 -0.2
O 11.345 -2.305 2.581 -0.1 0.1 0.0
O 11.911 1.768 6.196 0.1 -0.2 0.0
H 9.678 1.283 4.843 0.0 0.0 0.0
H 13.579 -1.827 3.938 0.0 0.0 0.0
H 10.423 -2.188 2.281 -0.1 0.0 0.0
H 12.846 1.692 6.482 0.1 0.1 0.0
C 18.354 2.329 7.365 0.1 0.1 0.1
C 17.134 1.976 6.935 0.3 -0.3 0.0
C 15.981 2.942 6.944 0.0 0.3 0.1
O 14.922 2.524 6.515 -0.2 0.2 0.1
C 16.195 4.281 7.455 -0.2 -0.1 -0.1
C 17.414 4.633 7.887 -0.2 0.2 0.0
C 18.579 3.676 7.857 0.1 -0.4 -0.1
O 19.652 4.088 8.253 0.0 0.2 0.1
O 17.695 5.834 8.369 0.1 -0.1 0.0
O 16.845 0.768 6.474 -0.1 0.2 0.0
H 19.192 1.647 7.362 0.0 0.0 0.0
H 15.354 4.960 7.470 0.0 0.0 0.0
H 18.643 5.818 8.602 0.0 0.0 0.0
H 15.895 0.771 6.230 0.0 -0.1 0.0
```
Forces are in eV/Å.

3.
Here is 11 unconnected molecules or ions with the total composition C17H60N21O12P2S from the OMol25 dataset. Energies are from the ωB97M-V functional and the def2-TZVPD basis.

HOMO (eV): -11.006
2S+1: 1
Frontier orbital gap (Ha): 0.312
Strongest force on any atom (Eh/bohr): 0.0462
Net charge: +1
LUMO level (eV): -2.5

Structure (XYZ):
```
113
Properties=species:S:1:pos:R:3:forces:R:3
C -1.900 -4.606 -5.134 0.2 0.0 0.1
C -1.372 -3.977 -3.860 -0.1 -0.3 -0.4
N -0.891 -2.598 -4.110 0.1 0.0 0.2
P -0.847 -1.596 -2.803 0.4 -0.2 0.2
C -0.255 -2.283 -1.267 0.0 0.1 0.1
C 1.248 -2.531 -1.170 0.2 -0.4 0.1
C 1.909 -3.392 -2.256 0.8 0.1 0.4
C 1.725 -4.881 -1.968 -0.4 0.3 -0.8
C 3.419 -3.072 -2.313 -0.2 -0.2 0.1
P 0.197 0.247 -3.414 -1.8 1.3 -0.9
O 1.403 -0.132 -4.360 0.4 -0.6 0.8
O 0.840 0.838 -2.109 0.3 -0.4 0.2
S -1.159 1.335 -4.215 0.1 -0.4 0.1
H -2.821 -4.141 -5.468 -0.1 0.1 -0.1
H -2.063 -5.668 -4.971 -0.1 -0.1 0.0
H -1.153 -4.522 -5.922 0.0 0.0 -0.1
H -2.154 -3.945 -3.103 -0.1 0.1 0.1
H -0.575 -4.605 -3.462 0.1 0.1 0.1
H -0.028 -2.586 -4.635 0.0 -0.1 -0.2
H -2.155 -1.180 -2.587 -0.1 0.1 0.0
H -0.843 -3.171 -1.033 0.0 -0.2 0.0
H -0.529 -1.545 -0.508 -0.1 0.0 0.1
H 1.362 -3.060 -0.225 0.1 0.0 0.1
H 1.789 -1.594 -1.054 -0.2 0.2 -0.2
H 1.524 -3.169 -3.252 -0.3 0.1 0.0
H 2.354 -5.176 -1.137 0.0 -0.1 0.2
H 1.981 -5.461 -2.854 0.2 -0.2 0.0
H 0.688 -5.111 -1.751 -0.1 -0.1 0.2
H 3.972 -3.757 -1.674 0.1 0.0 0.1
H 3.810 -3.185 -3.319 0.1 0.0 -0.1
H 3.640 -2.069 -1.958 0.0 0.2 -0.2
H 1.037 -0.454 -5.191 0.2 0.2 -0.5
H 0.220 1.507 -1.752 0.2 0.2 0.4
C -0.020 -5.479 1.671 0.2 -0.4 0.2
O -0.134 -4.633 0.778 -0.2 0.1 -0.2
N 0.847 -6.522 1.540 -0.1 0.1 0.0
N -0.738 -5.438 2.815 -0.2 0.1 -0.3
H 0.959 -7.238 2.234 0.0 0.0 0.0
H 1.391 -6.580 0.700 0.0 0.0 0.0
H -1.385 -4.674 2.959 0.1 0.1 0.2
H -0.643 -6.127 3.537 0.1 0.0 0.0
C 0.673 4.620 -1.942 0.0 0.1 -0.2
O 0.137 4.032 -1.003 -0.1 -0.2 0.1
N 1.248 3.873 -2.936 0.0 0.3 0.1
N 0.728 5.964 -2.063 -0.2 -0.2 0.2
H 1.699 4.226 -3.757 0.0 0.0 0.0
H 1.149 2.896 -2.780 0.4 -0.1 -0.4
H 0.311 6.532 -1.335 0.1 0.1 0.2
H 1.180 6.418 -2.833 0.0 -0.1 0.0
C -1.782 -7.380 -1.988 0.0 0.1 0.3
O -0.671 -7.723 -2.370 0.1 -0.2 -0.2
N -2.919 -8.051 -2.332 0.1 0.1 -0.1
N -1.930 -6.295 -1.177 0.0 0.2 -0.2
H -3.833 -7.790 -2.015 0.0 0.0 0.0
H -2.820 -8.855 -2.925 0.0 0.0 0.0
H -1.085 -5.835 -0.875 -0.1 0.0 0.3
H -2.808 -5.964 -0.825 0.0 -0.1 0.1
C -3.278 -2.788 4.547 -0.1 0.0 0.1
O -2.223 -3.219 4.101 -0.1 -0.1 -0.1
N -4.482 -3.371 4.273 0.1 0.1 0.0
N -3.319 -1.692 5.355 0.0 0.0 -0.1
H -5.354 -3.036 4.638 0.0 0.0 0.0
H -4.480 -4.187 3.693 0.0 0.0 0.0
H -2.447 -1.252 5.578 0.0 0.0 0.0
H -4.166 -1.321 5.741 0.0 0.0 0.0
C 0.251 8.824 0.726 0.0 0.0 0.3
O 0.113 7.707 0.228 -0.1 0.0 -0.4
N 0.855 8.959 1.938 0.2 -0.1 0.0
N -0.179 9.971 0.151 0.2 -0.1 -0.2
H 0.970 9.835 2.411 -0.1 0.1 -0.1
H 1.178 8.111 2.368 -0.1 0.0 0.1
H -0.645 9.900 -0.733 0.0 0.0 0.0
H -0.062 10.875 0.586 -0.3 -0.1 0.1
C 1.629 -10.197 0.097 -0.1 0.2 -0.1
O 1.926 -10.875 1.063 0.0 0.0 0.0
N 0.335 -10.002 -0.304 0.1 0.0 -0.1
N 2.565 -9.555 -0.675 0.1 -0.1 0.1
H 0.095 -9.427 -1.094 -0.1 0.1 0.0
H -0.387 -10.443 0.232 0.0 -0.1 0.0
H 3.538 -9.645 -0.423 0.0 0.1 -0.1
H 2.325 -8.996 -1.474 0.0 0.0 0.0
C -0.475 13.255 2.476 0.1 0.2 0.0
O -0.653 12.163 1.948 0.2 0.1 0.1
N 0.159 13.389 3.677 0.0 0.0 -0.1
N -0.916 14.416 1.912 0.0 -0.1 0.1
H 0.310 14.273 4.127 0.0 0.0 0.0
H 0.485 12.554 4.126 0.0 0.0 0.0
H -1.399 14.350 1.036 0.0 0.0 0.0
H -0.784 15.321 2.325 0.0 0.0 0.0
C 5.390 -10.703 -2.624 0.0 0.0 0.0
O 5.560 -9.853 -1.761 0.0 0.1 0.0
N 4.230 -11.417 -2.701 0.1 0.0 0.0
N 6.338 -10.986 -3.567 -0.1 0.1 0.0
H 4.036 -12.114 -3.394 0.1 0.0 0.0
H 3.546 -11.211 -1.995 -0.1 -0.1 0.0
H 7.197 -10.472 -3.522 0.0 0.0 0.0
H 6.220 -11.681 -4.278 0.0 0.0 0.0
C 0.403 5.500 3.989 0.0 0.1 -0.1
O 0.773 6.009 5.033 0.0 0.0 0.0
N -0.872 5.037 3.808 0.1 -0.1 0.0
N 1.230 5.362 2.907 0.0 0.0 0.0
H -1.197 4.639 2.948 0.0 0.1 -0.1
H -1.507 5.133 4.577 0.0 0.0 0.0
H 2.169 5.698 3.004 0.0 -0.1 0.0
H 0.940 4.970 2.030 -0.1 0.1 -0.1
C -3.807 15.135 5.034 0.0 0.0 0.0
O -3.970 16.111 4.325 0.0 0.0 0.0
N -2.887 14.166 4.728 0.0 0.1 0.2
N -4.520 14.934 6.185 0.1 0.0 -0.1
H -2.722 13.351 5.288 0.0 0.0 0.0
H -2.363 14.294 3.885 -0.1 -0.1 -0.1
H -5.198 15.630 6.429 0.0 0.0 0.0
H -4.401 14.137 6.779 0.0 0.0 0.0
```
Forces are in eV/Å.

4.
Here is a single C6H14O molecule from the OMol25 dataset. Energies are from the ωB97M-V functional and the def2-TZVPD basis.

Energy relative to the best compared isomer or geometry (same formula, charge and spin) (kJ/mol): 273.13
Structure (SMILES): CC[C@@H](C)CCO
HOMO (eV): -9.889
2S+1: 1
Frontier orbital gap (Ha): 0.397
Strongest force on any atom (Eh/bohr): 0.1120
LUMO level (eV): 0.9

Structure (XYZ):
```
21
Properties=species:S:1:pos:R:3:forces:R:3
C 0.107 1.448 -1.615 1.4 2.0 4.4
O -0.876 2.217 -2.318 0.4 0.6 -0.5
C -0.672 0.564 -0.508 0.7 -1.0 -1.7
C -0.066 -0.613 0.359 3.2 -1.1 -4.7
C -0.997 -1.817 0.213 -1.0 -0.3 1.5
C 0.786 -0.239 1.588 2.0 -1.6 0.9
C 1.594 -1.521 2.256 -0.9 2.9 0.7
H 0.890 2.160 -1.061 -1.8 -1.0 -0.9
H 0.824 0.814 -2.108 -0.5 -0.4 -1.4
H -0.730 3.210 -2.401 0.4 -2.3 0.5
H -1.186 1.173 0.185 -0.9 1.1 0.4
H -1.372 0.051 -1.198 -0.2 0.4 0.7
H 0.674 -1.198 -0.420 -0.2 2.2 1.7
H -1.945 -1.489 0.607 -1.0 -0.3 0.0
H -0.679 -2.642 0.883 0.0 0.2 -0.6
H -1.142 -2.175 -0.856 0.4 0.6 1.4
H 0.338 0.198 2.485 -0.7 0.3 -0.6
H 1.626 0.439 1.302 -1.0 -0.2 -0.2
H 1.771 -2.233 1.468 0.5 -0.5 0.2
H 0.923 -1.850 3.057 0.2 -0.7 -0.4
H 2.499 -1.121 2.843 -1.0 -0.8 -1.4
```
Forces are in eV/Å.

| no. | DFT total energy (Eh) |
| --- | --- |
| 1 | -2256.06748 |
| 2 | -4526.10705 |
| 3 | -3817.71947 |
| 4 | -312.15101 |